{"formula": "C49H105F5IN7O12P", "method": "wB97M-V/def2-TZVPD", "e_lumo_ev": -3.9269, "total_charge": 1, "homo_energy_ev": -9.7, "symbols": ["C", "C", "O", "C", "C", "C", "C", "C", "C", "O", "C", "C", "O", "N", "N", "C", "C", "C", "C", "F", "F", "C", "F", "F", "C", "I", "C", "C", "C", "C", "O", "C", "F", "C", "C", "N", "P", "C", "C", "H", "H", "H", "H", "H", "H", "H", "H", "H", "H", "H", "H", "H", "H", "H", "H", "H", "H", "H", "H", "H", "H", "H", "H", "H", "H", "H", "H", "H", "H", "H", "H", "H", "H", "H", "H", "H", "H", "H", "H", "H", "H", "H", "H", "H", "C", "O", "C", "C", "N", "C", "C", "O", "C", "H", "H", "H", "H", "H", "H", "H", "H", "H", "H", "H", "H", "H", "H", "H", "C", "O", "C", "C", "N", "C", "C", "O", "C", "H", "H", "H", "H", "H", "H", "H", "H", "H", "H", "H", "H", "H", "H", "H", "C", "O", "C", "C", "N", "C", "C", "O", "C", "H", "H", "H", "H", "H", "H", "H", "H", "H", "H", "H", "H", "H", "H", "H", "C", "O", "C", "C", "N", "C", "C", "O", "C", "H", "H", "H", "H", "H", "H", "H", "H", "H", "H", "H", "H", "H", "H", "H"], "positions_angstrom": [[-2.765, 0.784, 3.191], [-2.700, 0.563, 1.690], [-1.353, 0.700, 1.260], [-0.614, -0.510, 1.300], [0.772, -0.095, 1.739], [1.947, -1.085, 1.569], [3.198, -0.197, 1.413], [3.345, 0.663, 2.669], [2.833, 2.105, 2.529], [2.662, 2.486, 1.156], [2.574, 3.826, 0.944], [2.944, 4.215, -0.457], [2.237, 4.594, 1.808], [4.411, -0.985, 0.990], [5.500, -0.136, 0.747], [6.067, 0.821, 1.433], [5.993, 2.212, 0.900], [6.948, 0.642, 2.635], [4.847, -2.077, 1.948], [3.942, -3.039, 1.993], [4.878, -1.533, 3.165], [6.253, -2.688, 1.602], [7.088, -2.414, 2.608], [6.097, -4.015, 1.533], [4.061, -1.651, -0.420], [4.881, -0.565, -2.082], [2.595, -2.146, -0.637], [1.752, -1.340, -1.686], [1.577, 0.168, -1.521], [1.087, 0.779, -2.856], [0.120, 1.794, -2.682], [2.800, -3.524, -1.364], [1.595, -3.910, -1.942], [3.461, -4.712, -0.670], [4.884, -5.009, -1.189], [1.814, -2.177, 0.604], [0.897, -3.596, 0.954], [0.553, -3.653, 2.750], [-0.768, -3.618, 0.163], [-2.222, 1.704, 3.416], [-2.271, -0.045, 3.701], [-3.794, 0.875, 3.537], [-3.282, 1.329, 1.176], [-3.108, -0.410, 1.399], [-0.602, -0.939, 0.297], [-1.057, -1.208, 2.016], [0.709, 0.218, 2.784], [0.995, 0.815, 1.181], [2.094, -1.570, 2.541], [3.029, 0.474, 0.574], [4.355, 0.694, 3.070], [2.780, 0.195, 3.476], [3.508, 2.815, 3.009], [1.890, 2.210, 3.055], [3.886, 4.758, -0.437], [2.152, 4.855, -0.843], [3.018, 3.337, -1.097], [5.281, 2.266, 0.080], [6.968, 2.534, 0.525], [5.702, 2.860, 1.730], [6.366, 0.543, 3.551], [7.595, 1.511, 2.750], [7.581, -0.229, 2.498], [6.659, -2.346, 0.651], [4.734, -2.504, -0.461], [0.754, -1.763, -1.582], [2.119, -1.552, -2.691], [2.477, 0.719, -1.249], [0.800, 0.438, -0.807], [1.959, 1.172, -3.391], [0.654, 0.000, -3.483], [0.555, 2.594, -2.372], [3.458, -3.266, -2.203], [3.410, -4.688, 0.411], [2.856, -5.577, -0.945], [5.405, -4.126, -1.570], [4.825, -5.696, -2.035], [5.482, -5.510, -0.434], [1.454, -3.390, 3.305], [0.257, -4.661, 3.026], [-0.229, -2.951, 3.054], [-1.069, -2.707, -0.347], [-1.514, -3.840, 0.931], [-0.760, -4.447, -0.540], [-1.220, 3.267, -6.630], [-2.187, 2.371, -6.112], [-2.341, 2.446, -4.700], [-3.711, 2.968, -4.330], [-3.842, 4.376, -4.678], [-5.193, 4.912, -4.547], [-6.270, 4.358, -5.472], [-6.073, 4.672, -6.836], [-5.270, 3.765, -7.567], [-1.105, 3.047, -7.685], [-1.530, 4.312, -6.518], [-0.254, 3.124, -6.138], [-1.555, 3.059, -4.257], [-2.230, 1.431, -4.308], [-3.856, 2.855, -3.251], [-4.454, 2.338, -4.839], [-3.534, 4.503, -5.634], [-5.133, 5.988, -4.724], [-5.521, 4.777, -3.511], [-7.215, 4.830, -5.190], [-6.410, 3.277, -5.347], [-5.368, 2.744, -7.189], [-4.214, 4.051, -7.556], [-5.611, 3.788, -8.602], [2.061, -1.213, -12.262], [1.148, -1.708, -11.303], [1.720, -2.586, -10.345], [1.680, -1.969, -8.965], [2.592, -0.837, -8.873], [2.466, -0.055, -7.650], [1.160, 0.694, -7.411], [0.921, 1.746, -8.323], [0.255, 1.377, -9.519], [1.489, -0.635, -12.985], [2.818, -0.562, -11.812], [2.566, -2.030, -12.787], [2.745, -2.851, -10.621], [1.124, -3.503, -10.338], [1.973, -2.722, -8.227], [0.637, -1.686, -8.762], [2.434, -0.227, -9.665], [3.272, 0.684, -7.653], [2.645, -0.719, -6.796], [1.233, 1.165, -6.425], [0.293, 0.023, -7.371], [-0.424, 0.536, -9.360], [0.958, 1.128, -10.318], [-0.327, 2.238, -9.850], [-3.308, 3.095, 8.099], [-2.019, 3.472, 8.543], [-1.380, 2.511, 9.373], [-0.158, 1.947, 8.685], [-0.540, 1.122, 7.546], [0.564, 0.706, 6.697], [1.326, 1.784, 5.932], [0.554, 2.435, 4.940], [-0.177, 3.569, 5.390], [-3.723, 3.943, 7.558], [-3.275, 2.231, 7.425], [-3.965, 2.861, 8.941], [-2.073, 1.712, 9.651], [-1.065, 3.018, 10.289], [0.406, 1.335, 9.395], [0.476, 2.797, 8.393], [-1.208, 1.635, 6.984], [0.157, 0.009, 5.957], [1.280, 0.143, 7.305], [2.142, 1.279, 5.401], [1.796, 2.522, 6.592], [0.344, 4.088, 6.196], [-1.182, 3.298, 5.720], [-0.276, 4.246, 4.542], [-2.621, -3.189, 5.377], [-3.575, -2.565, 4.540], [-4.201, -3.451, 3.618], [-5.670, -3.610, 3.936], [-5.855, -4.343, 5.178], [-7.229, -4.372, 5.669], [-7.857, -3.052, 6.099], [-7.258, -2.475, 7.243], [-6.151, -1.631, 7.001], [-2.135, -2.413, 5.966], [-3.091, -3.904, 6.061], [-1.866, -3.713, 4.781], [-3.698, -4.423, 3.612], [-4.103, -3.012, 2.620], [-6.153, -4.160, 3.123], [-6.111, -2.603, 3.969], [-5.267, -3.930, 5.891], [-7.250, -5.042, 6.532], [-7.863, -4.826, 4.901], [-8.893, -3.261, 6.377], [-7.893, -2.322, 5.281], [-6.240, -1.115, 6.040], [-5.203, -2.177, 7.028], [-6.128, -0.885, 7.796]], "forces_ev_per_a": [[0.14, -0.09, -0.21], [-0.18, 0.35, 0.21], [-0.04, -0.30, -0.18], [0.02, 0.50, 0.08], [0.28, 0.19, -0.13], [0.03, -0.42, 0.55], [-1.05, 0.32, -0.03], [0.23, 0.16, 0.19], [-0.53, 0.24, 0.34], [0.83, -0.08, -0.05], [-0.45, 0.42, 0.45], [-0.52, -0.33, -0.09], [0.40, -0.35, -0.30], [1.46, -0.73, -0.85], [-1.33, 1.87, 0.24], [0.10, -0.86, 0.16], [0.31, -0.38, -0.81], [0.01, 0.32, 0.05], [-0.19, -0.29, 0.43], [-0.18, -0.25, -0.13], [0.16, 0.24, 0.16], [-0.34, -0.15, -0.38], [0.27, 0.10, 0.09], [0.02, -0.31, 0.04], [0.41, -0.26, 0.05], [-0.02, -0.02, 0.16], [-0.97, 0.30, -0.43], [0.39, 0.36, 0.52], [-0.44, 0.54, -0.49], [0.52, -0.01, 0.15], [0.00, -0.07, -0.01], [0.30, 0.08, 0.10], [0.00, -0.05, 0.11], [0.21, -0.50, -0.19], [-0.31, -0.18, -0.19], [0.15, 0.49, 0.47], [0.73, -1.91, -0.67], [-0.09, 1.29, 0.04], [-0.20, 0.29, 0.43], [-0.07, 0.02, 0.08], [-0.14, 0.02, 0.20], [0.00, -0.12, 0.09], [0.10, 0.00, -0.09], [0.02, -0.04, -0.01], [0.01, -0.15, 0.06], [-0.07, -0.14, -0.15], [-0.03, -0.06, 0.02], [-0.12, 0.01, -0.03], [-0.16, -0.01, 0.00], [0.34, -0.16, -0.14], [0.07, -0.03, -0.38], [0.01, -0.04, -0.03], [0.10, -0.05, -0.08], [-0.21, 0.07, -0.03], [-0.02, 0.06, -0.05], [0.16, 0.20, 0.00], [0.17, 0.00, -0.01], [-0.08, 0.06, 0.10], [0.05, 0.14, 0.22], [0.08, 0.07, 0.02], [0.09, -0.19, 0.04], [-0.08, 0.03, 0.03], [-0.10, -0.10, 0.16], [0.08, 0.25, 0.02], [-0.16, -0.16, 0.32], [0.06, -0.17, -0.31], [-0.04, -0.01, -0.02], [0.09, -0.17, 0.14], [0.06, -0.28, 0.14], [-0.05, -0.07, -0.17], [-0.26, 0.10, 0.01], [-0.04, 0.01, 0.01], [-0.17, 0.06, -0.11], [0.05, 0.29, 0.06], [-0.18, 0.10, 0.12], [0.15, 0.04, 0.20], [0.03, 0.09, -0.06], [0.12, 0.13, 0.05], [0.04, -0.22, 0.04], [0.02, -0.08, -0.19], [-0.04, -0.09, 0.14], [0.00, -0.05, -0.07], [-0.05, 0.07, -0.02], [0.03, 0.09, -0.10], [-0.18, 0.00, 0.03], [0.04, 0.18, -0.04], [-0.08, -0.28, 0.05], [-0.04, 0.14, -0.18], [-0.04, -0.10, -0.02], [0.13, 0.12, -0.03], [-0.17, 0.03, 0.11], [0.07, -0.05, -0.02], [-0.07, 0.10, -0.08], [0.01, -0.02, -0.03], [0.05, 0.00, 0.08], [0.04, 0.06, -0.03], [-0.02, 0.06, 0.00], [0.03, 0.02, 0.05], [-0.01, 0.00, 0.00], [0.01, -0.08, 0.08], [0.02, 0.03, 0.00], [-0.03, 0.01, 0.02], [0.00, -0.03, 0.01], [-0.01, 0.00, -0.02], [0.09, -0.02, -0.03], [0.03, -0.01, 0.02], [0.02, -0.08, 0.04], [-0.02, 0.00, 0.00], [-0.07, -0.02, 0.00], [0.12, 0.11, 0.00], [-0.14, -0.16, 0.02], [0.02, 0.17, -0.03], [-0.13, -0.03, 0.02], [0.14, 0.05, -0.11], [-0.06, 0.05, 0.24], [0.11, -0.16, -0.14], [0.01, 0.17, 0.00], [-0.02, 0.00, 0.01], [0.05, -0.04, -0.01], [0.03, 0.01, -0.01], [0.03, 0.06, 0.02], [0.02, -0.01, -0.02], [0.00, 0.01, 0.02], [-0.02, -0.10, 0.03], [0.04, 0.00, -0.02], [0.00, 0.01, 0.04], [-0.03, -0.02, 0.00], [-0.02, 0.01, 0.00], [0.02, -0.03, -0.08], [0.02, -0.03, -0.01], [-0.03, -0.10, 0.00], [-0.01, 0.00, 0.02], [0.03, 0.07, 0.03], [-0.06, -0.11, -0.13], [0.08, 0.12, 0.16], [-0.03, -0.01, -0.15], [0.07, 0.13, -0.02], [-0.14, -0.11, -0.02], [0.11, -0.11, -0.03], [0.04, -0.02, 0.08], [-0.07, 0.03, -0.28], [0.01, 0.01, 0.00], [-0.03, -0.04, 0.04], [-0.02, -0.02, -0.01], [0.00, -0.04, -0.06], [-0.03, 0.00, 0.01], [0.01, -0.01, -0.01], [0.04, 0.01, 0.10], [-0.05, -0.04, 0.00], [0.05, -0.02, -0.02], [0.01, 0.02, 0.02], [0.01, 0.03, -0.01], [-0.10, 0.01, 0.06], [-0.01, -0.02, 0.04], [0.03, 0.01, 0.12], [0.04, 0.00, -0.01], [-0.08, 0.05, -0.03], [0.14, -0.04, 0.04], [-0.05, 0.13, -0.22], [-0.02, 0.00, 0.20], [0.00, 0.11, -0.05], [0.10, -0.11, 0.08], [-0.20, -0.03, -0.03], [0.08, 0.02, -0.03], [-0.05, 0.00, 0.13], [-0.03, 0.04, -0.02], [0.08, -0.07, -0.01], [0.03, -0.05, 0.07], [-0.03, -0.03, 0.07], [0.03, -0.01, 0.01], [-0.02, 0.00, 0.00], [0.00, 0.01, -0.12], [0.00, -0.02, 0.03], [-0.04, -0.01, -0.01], [0.00, 0.02, -0.03], [0.00, 0.02, 0.01], [0.09, 0.00, -0.01], [0.03, -0.02, -0.03], [0.02, 0.03, -0.09], [-0.02, 0.00, 0.00]], "mulliken_charge": [-0.830, -0.385, -0.270, -0.948, -0.304, -1.050, -0.415, -0.408, -2.024, -0.404, 0.689, -1.063, -0.548, 2.147, -1.202, 0.762, -1.403, -1.272, 0.898, -0.208, -0.316, 0.301, -0.283, -0.267, -2.099, 0.166, 2.020, -2.766, 2.469, -1.600, -0.474, -0.068, -0.437, -0.811, -1.445, 1.388, 0.247, -0.715, -1.201, 0.153, 0.043, 0.547, 0.432, 0.281, -0.296, 0.680, 0.433, -0.247, 1.042, 0.244, 0.166, 0.288, 1.244, 0.375, 0.275, 0.373, 0.141, 0.071, 0.555, 0.413, 0.230, 0.529, 0.350, 0.466, 0.374, 0.178, 0.855, -0.488, -0.341, 0.321, 0.463, 0.233, 0.921, 0.074, 0.724, 0.298, 0.420, 0.345, 0.331, 0.647, -0.288, 0.257, 0.447, 0.441, -0.378, -0.379, -0.654, -0.258, -0.323, -0.701, -0.488, -0.424, -0.519, -0.019, 0.353, 0.245, 0.331, 0.308, 0.397, 0.190, 0.091, 0.378, 0.404, 0.359, 0.332, 0.268, 0.165, 0.301, -0.728, -0.350, -0.814, -0.203, -0.296, -1.062, 0.234, -0.433, -0.709, 0.247, 0.310, 0.350, 0.414, 0.396, 0.348, 0.181, 0.156, 0.428, 0.354, 0.013, 0.297, 0.309, 0.253, 0.320, -0.671, -0.352, -0.804, -0.211, -0.154, -0.914, -0.050, -0.048, -0.829, 0.254, 0.240, 0.359, 0.399, 0.417, 0.345, 0.222, -0.028, 0.156, 0.531, -0.221, 0.631, 0.375, 0.144, 0.326, -0.781, -0.066, -0.844, -0.333, -0.308, -0.703, -0.477, -0.448, -0.464, 0.197, 0.362, 0.237, 0.434, 0.330, 0.417, 0.189, 0.092, 0.373, 0.411, 0.355, 0.335, 0.268, 0.147, 0.298]}